[1]
7
Properties=species:S:1:pos:R:3 method="wB97M-V/def2-TZVPD" spin_multiplicity=1 orbital_gap_ev=7.9002 relative_energy_kcal_mol=34.5 homo_energy_ev=-8.740
C -0.59207 0.81702 -0.30498
N 0.45062 1.47724 -0.13384
N 1.13329 -1.07236 0.29996
P 2.02152 0.24756 0.31861
P -0.40036 -1.01716 -0.26500
H -1.58259 1.08558 -0.71151
H -1.03042 -1.53790 0.79677

***

[2]
24
Properties=species:S:1:pos:R:3 method="wB97M-V/def2-TZVPD" spin_multiplicity=1 orbital_gap_ev=6.8686 relative_energy_kcal_mol=140.9 homo_energy_ev=-7.046
C -2.69552 2.65933 -1.79117
C -3.06870 1.56992 -1.26372
C -0.34322 0.61710 -0.62618
C -2.73424 0.41830 -0.53333
C -3.72527 -0.50133 0.01402
C 1.84264 -1.40171 -1.58467
C 1.03779 -0.99316 1.58864
C 2.34969 1.53563 -0.14852
O -1.45713 0.08339 -0.29449
Si 1.25602 -0.13134 -0.15135
H -4.04765 1.41796 -1.75540
H -0.38364 1.33342 -1.51621
H -3.67158 -1.43691 -0.47781
H -3.64010 -0.57308 1.16640
H -4.75415 -0.09953 -0.29916
H 2.08731 -2.39117 -1.15897
H 1.07282 -1.60897 -2.29212
H 2.61989 -1.04982 -2.22106
H 1.29100 -0.34212 2.47742
H -0.03848 -1.41596 1.80166
H 1.70177 -1.95200 1.86560
H 2.69530 1.67112 -1.10541
H 1.65150 2.33556 0.14664
H 3.34102 1.68978 0.35782

***

[3]
22
Properties=species:S:1:pos:R:3 method="wB97M-V/def2-TZVPD" smiles="O=C(Cl)[C@H]1C=NN(c2ccccc2)C1=O" spin_multiplicity=1 orbital_gap_ev=8.9325 relative_energy_kcal_mol=12.7 homo_energy_ev=-8.654
O -0.52405 -3.96781 2.62779
C -1.21431 -3.40064 1.86987
Cl -2.43592 -4.20609 0.86136
C -1.24779 -1.87290 1.62107
C -0.45683 -0.90007 2.47830
N 0.09657 0.06432 1.81604
N -0.12195 -0.18929 0.49546
C 0.40850 0.69531 -0.45565
C 1.35675 1.65930 -0.06927
C 1.77200 2.65920 -0.97623
C 1.27553 2.58342 -2.26096
C 0.43370 1.56862 -2.68739
C -0.07605 0.66898 -1.77348
C -0.81534 -1.34998 0.24247
O -1.10029 -1.79331 -0.83033
H -2.25988 -1.34066 1.78551
H -0.19421 -0.78283 3.52481
H 1.67943 1.69765 0.87359
H 2.44250 3.31855 -0.47685
H 1.61698 3.32037 -2.87974
H 0.27575 1.65734 -3.68653
H -0.91110 -0.08948 -2.09982

***

[4]
4
Properties=species:S:1:pos:R:3 method="wB97M-V/def2-TZVPD" spin_multiplicity=1 orbital_gap_ev=8.9350 charge=+2 relative_energy_kcal_mol=16.2 homo_energy_ev=-19.447
Cu 1.24279 -0.26287 1.88094
Cu -0.34435 1.84410 -0.91773
Cu 0.25381 -1.35084 -1.54961
Br -1.15226 -0.23039 0.58641

***

[5]
21
Properties=species:S:1:pos:R:3 method="wB97M-V/def2-TZVPD" spin_multiplicity=2 orbital_gap_ev="10.3181 / 8.1359" relative_energy_kcal_mol=10.8 homo_energy_ev="-9.463 / -10.169"
Cl -1.26238 1.46586 -2.84744
Cl -1.56332 -0.92920 -2.66255
C 0.44952 1.13117 1.67116
C 0.66487 -0.06280 0.75494
C 2.04822 0.04266 0.11262
C -0.42569 -0.10639 -0.34089
C -1.77280 -0.29226 0.34406
C -0.40249 -1.14975 -1.45242
H 0.42248 2.07994 1.10306
H -0.48953 1.04253 2.22308
H 1.24362 1.20462 2.39187
H 0.59708 -1.01445 1.33118
H 2.14432 0.92196 -0.53960
H 2.80761 0.14451 0.87150
H 2.27714 -0.85108 -0.48182
H -0.33788 0.86222 -0.88620
H -2.56787 -0.38612 -0.43223
H -1.67821 -1.25425 0.86588
H -2.08933 0.52354 1.03530
H -0.57854 -2.14347 -1.04501
H 0.51317 -1.22922 -2.01650

***

[6]
99
Properties=species:S:1:pos:R:3 method="wB97M-V/def2-TZVPD" spin_multiplicity=1 orbital_gap_ev=8.1172 homo_energy_ev=-7.857
O -2.33431 -2.03295 4.29395
C -2.36698 -1.78878 3.15326
O -3.36991 -2.17301 2.31243
C -3.25965 -1.34008 1.16080
C -3.93576 0.01784 1.35423
C -5.45748 -0.10580 1.34635
S -6.13367 -0.60528 2.97175
C -7.23436 -1.83497 2.43401
N -7.47150 -3.00280 2.98219
N -8.46443 -3.60767 2.20585
C -8.73344 -2.74935 1.24551
O -8.00708 -1.60630 1.32403
C -1.75193 -1.22442 1.06559
C -0.95626 -2.39554 0.51736
O -1.10984 -3.59737 1.28845
C -1.95063 -4.54420 0.85377
F -1.29852 -5.48716 0.12310
F -2.93314 -4.06662 0.05634
F -2.51135 -5.15742 1.88813
O -1.43898 -1.08265 2.47319
H -3.67514 -1.76998 0.24803
H -3.65114 0.66161 0.51861
H -3.61179 0.46595 2.29016
H -5.75863 -0.87590 0.63595
H -5.93349 0.82064 1.03561
H -9.44377 -2.84793 0.44190
H -1.38074 -0.34290 0.54455
H 0.09090 -2.11839 0.61628
H -1.13706 -2.54008 -0.54680
C 3.08719 0.97100 -0.64874
S 1.41908 0.83576 -1.27899
O 0.84168 -0.42857 -0.72472
C 1.88520 0.50148 -2.97251
H 3.02440 1.14627 0.42349
H 3.62646 0.04473 -0.84553
H 3.57970 1.81766 -1.12631
H 2.51580 -0.38456 -3.01035
H 2.42808 1.35682 -3.37100
H 0.97432 0.33886 -3.54724
C 5.98210 5.07870 0.14987
S 4.44882 5.74975 -0.50160
O 3.44154 4.65807 -0.43006
C 4.99145 5.83763 -2.21173
H 5.83701 4.90177 1.21336
H 6.21044 4.14028 -0.35543
H 6.78454 5.80160 0.00402
H 5.28942 4.84502 -2.54989
H 5.82152 6.53923 -2.29262
H 4.15172 6.19412 -2.80426
C -5.05111 3.82713 4.88218
S -4.06331 2.40095 5.34582
O -4.14092 1.45356 4.20390
C -5.18039 1.78894 6.61018
H -4.54308 4.32532 4.05850
H -6.03651 3.49272 4.55806
H -5.13165 4.50361 5.73322
H -6.15829 1.59821 6.16804
H -5.25294 2.52439 7.41114
H -4.76238 0.86178 6.99669
C -1.06750 3.63882 1.33791
S -2.35506 4.66891 0.62666
O -3.62946 3.90924 0.74314
C -1.81439 4.51660 -1.07904
H -1.25746 3.56680 2.40723
H -1.10693 2.64615 0.88980
H -0.09502 4.10143 1.16476
H -1.80295 3.46411 -1.36129
H -0.82184 4.95447 -1.18380
H -2.52540 5.06016 -1.69823
C -5.16755 -7.44065 4.77621
S -6.59220 -6.49551 4.21762
O -7.76814 -7.40078 4.32491
C -6.12829 -6.44206 2.48637
H -5.28718 -7.61170 5.84377
H -5.13236 -8.39440 4.24902
H -4.25968 -6.86483 4.59477
H -6.02891 -7.45922 2.10596
H -5.19216 -5.89217 2.37992
H -6.92459 -5.91860 1.96100
C 6.57011 -0.98175 -5.59965
S 5.19908 0.16009 -5.72590
O 4.68850 0.37656 -4.34156
C 4.05471 -0.98119 -6.51250
H 7.38727 -0.47150 -5.09344
H 6.25581 -1.85886 -5.03168
H 6.89325 -1.26907 -6.60062
H 3.91967 -1.85554 -5.87580
H 4.44795 -1.27106 -7.48663
H 3.10516 -0.46530 -6.64050
C 11.48197 1.75302 -5.91050
S 10.49885 0.28997 -5.57378
O 9.12186 0.76471 -5.26174
C 11.27287 -0.11115 -4.00476
H 11.11818 2.18676 -6.83926
H 11.36085 2.46573 -5.09520
H 12.52754 1.46717 -6.02327
H 11.16638 0.73180 -3.32248
H 12.32428 -0.34549 -4.17001
H 10.76297 -0.98237 -3.59946

***

[7]
43
Properties=species:S:1:pos:R:3 method="wB97M-V/def2-TZVPD" spin_multiplicity=1 orbital_gap_ev=7.1359 relative_energy_kcal_mol=18.0 homo_energy_ev=-6.959
H 1.04158 3.04208 0.21352
N 0.49693 1.66588 -1.24807
B 0.20361 0.37487 -3.42287
N 0.55272 1.67223 -2.63555
C 0.90563 2.90311 -3.06804
Mg 0.00708 -0.11742 -0.05098
H 0.95816 3.17056 -4.10668
C 1.13346 3.70100 -1.95133
H 1.41665 4.74801 -1.95516
C 0.90406 2.87178 -0.84339
H 0.31798 0.55050 -4.59195
C -0.96078 -1.71982 1.28107
H -0.73392 -1.69855 2.34021
H -0.18284 -2.46775 0.92135
H -1.89983 -2.10165 0.87024
N -1.22423 -0.05087 -2.99249
N 1.09943 -0.75620 -2.88202
N -1.44480 -0.21643 -1.62826
N 1.10152 -1.05844 -1.52798
C -2.37631 -0.24530 -3.66293
C 1.98693 -1.53241 -3.53088
H -2.43688 -0.14984 -4.73400
H 2.12480 -1.48353 -4.58354
C -3.36653 -0.54732 -2.72974
C 2.62059 -2.33867 -2.58121
C -2.74264 -0.49843 -1.46746
C 2.06202 -1.97401 -1.34225
H -4.40377 -0.76627 -2.92877
H 3.38621 -3.06394 -2.80303
H -3.05983 -0.60824 -0.45141
H 2.29873 -2.25370 -0.32865
H -1.11584 -0.60376 1.09956
C 3.49710 0.91345 3.69220
C 3.56410 -0.30755 2.99376
C 2.64901 -0.51761 1.93774
C 1.70307 0.46092 1.73333
C 1.64930 1.67703 2.38390
C 2.56533 1.93406 3.42081
H 4.15212 1.03372 4.54306
H 4.23685 -1.15064 3.20761
H 2.79417 -1.47364 1.44500
H 0.94528 2.48724 2.21202
H 2.46637 2.88992 3.96206

***

[8]
20
Properties=species:S:1:pos:R:3 method="wB97M-V/def2-TZVPD" spin_multiplicity=2 orbital_gap_ev="11.3212 / 8.1822" charge=+1 relative_energy_kcal_mol=16.4 homo_energy_ev="-14.800 / -15.262"
C 0.75994 0.59560 -1.91468
C 0.80859 -0.10438 -0.56961
C 0.63774 -1.47343 -0.55926
C 0.41211 2.10387 0.39482
N 0.62058 0.66187 0.53208
H 0.83877 -0.10566 -2.73728
H -0.08168 1.27322 -1.99985
H 1.68409 1.19157 -1.95778
H 0.70837 -2.09310 -1.44823
H 0.52845 -1.97498 0.39376
H 1.09622 2.49221 -0.33196
H -0.64259 2.37315 0.24093
H 0.56022 2.56955 1.38046
H 0.61528 0.33265 1.49450
H -0.58685 -1.01739 1.73764
H -1.15344 -1.55233 2.97891
O -0.40665 -1.02540 2.68269
H -2.80781 -1.14487 -0.06504
H -1.58898 -1.56806 -0.56765
O -2.00234 -1.53410 0.31555

***

[9]
121
Properties=species:S:1:pos:R:3 method="wB97M-V/def2-TZVPD" spin_multiplicity=1 orbital_gap_ev=5.2670 charge=+1 homo_energy_ev=-10.695
O 2.45497 -3.14782 2.18516
C 3.09112 -2.35736 2.79665
O 4.44726 -2.43101 2.94106
C 4.87807 -2.99315 4.17802
C 5.48671 -1.92186 5.14449
C 5.14095 -0.56520 4.64218
C 4.01489 0.13179 5.08698
C 3.76227 1.33579 4.48969
C 4.63773 1.79163 3.49732
P 4.27886 3.35208 2.56258
O 4.44684 3.15035 1.12178
N 5.72011 1.16173 3.12205
N 5.91184 -0.00476 3.72950
H 2.61233 -1.48647 3.25391
H 4.11396 -3.58330 4.66051
H 5.67311 -3.67702 3.92867
H 6.55340 -2.05069 5.23534
H 5.00852 -2.03471 6.10393
H 3.36979 -0.28926 5.83210
H 2.90096 1.92587 4.74168
H 2.93862 3.62231 2.86605
H 5.11736 4.31019 3.15101
H 6.73736 -0.50529 3.42613
C 0.53222 0.18259 -2.72874
C 1.83982 0.16589 -3.02790
C 2.85842 0.90355 -2.19693
O 4.02630 0.80873 -2.51745
C 2.38711 1.67878 -1.06067
C 1.08172 1.69884 -0.77213
C 0.07069 0.93669 -1.57938
O -1.08525 0.98139 -1.20425
O 0.57720 2.37298 0.25818
O 2.33690 -0.50120 -4.05626
H -0.20428 -0.35352 -3.31046
H 3.11580 2.21878 -0.47027
H -0.38384 2.19916 0.24138
H 3.30087 -0.34926 -4.04113
C 2.55068 8.49691 -0.69526
C 1.27839 8.14900 -0.95475
C 0.62077 6.98048 -0.26312
O -0.53093 6.71767 -0.54521
C 1.40311 6.21571 0.70106
C 2.66630 6.57216 0.94296
C 3.31991 7.74135 0.26483
O 4.47323 7.98260 0.57489
O 3.47588 5.93644 1.79195
O 0.52530 8.78955 -1.82208
H 3.03401 9.32998 -1.18461
H 0.92811 5.36981 1.17822
H 4.33029 6.41525 1.71892
H -0.35257 8.34734 -1.82994
C -2.88860 -0.65216 0.86367
C -4.11796 -1.15400 1.04840
C -4.39534 -2.23217 2.06185
O -5.54115 -2.61588 2.17852
C -3.28115 -2.75857 2.83687
C -2.05616 -2.25861 2.64373
C -1.78515 -1.16036 1.65495
O -0.63701 -0.74961 1.57047
O -0.98220 -2.68502 3.30488
O -5.17719 -0.75124 0.36581
H -2.67334 0.12480 0.14526
H -3.48465 -3.54973 3.55026
H -0.23972 -2.15915 2.95720
H -5.93126 -1.27237 0.70653
C -3.32729 -7.26982 3.90609
C -3.56361 -6.46770 4.94986
C -3.43472 -6.94294 6.37002
O -3.64890 -6.13443 7.25326
C -3.06544 -8.32625 6.60339
C -2.83138 -9.13535 5.56027
C -2.93600 -8.65150 4.13861
O -2.68875 -9.44270 3.25164
O -2.49189 -10.40655 5.69277
O -3.92561 -5.19500 4.82365
H -3.41598 -6.93580 2.88195
H -2.99075 -8.66246 7.62755
H -2.38218 -10.75683 4.78835
H -4.03200 -4.85685 5.73469
C 3.89162 -7.08544 -0.96455
C 3.85828 -7.15558 -2.30275
C 3.40339 -5.99665 -3.14658
O 3.42235 -6.13574 -4.35311
C 2.96771 -4.78522 -2.47517
C 2.99343 -4.71228 -1.13652
C 3.47647 -5.86765 -0.29247
O 3.50142 -5.72906 0.91629
O 2.60222 -3.62560 -0.48366
O 4.22033 -8.23084 -2.98045
H 4.22073 -7.91113 -0.35015
H 2.62760 -3.96523 -3.09200
H 2.67759 -3.77330 0.48820
H 4.10219 -8.01201 -3.92480
C -6.20242 0.85338 -5.49369
C -5.48660 -0.26314 -5.30427
C -5.27874 -0.85218 -3.93609
O -4.62877 -1.87786 -3.85495
C -5.85802 -0.16899 -2.79441
C -6.57049 0.94963 -2.98228
C -6.79664 1.52747 -4.35289
O -7.46676 2.53907 -4.43431
O -7.12854 1.62986 -1.99184
O -4.91223 -0.93199 -6.29278
H -6.35850 1.28419 -6.47161
H -5.68995 -0.59370 -1.81635
H -7.58439 2.38618 -2.40779
H -4.46783 -1.69639 -5.88021
C -1.98958 8.70348 -5.58020
C -2.15107 8.12277 -6.77845
C -2.11505 6.62737 -6.94762
O -2.27835 6.18470 -8.06589
C -1.88090 5.80386 -5.77192
C -1.71877 6.38527 -4.57639
C -1.77191 7.88136 -4.41207
O -1.61293 8.33368 -3.29120
O -1.49909 5.69579 -3.46272
O -2.34791 8.80533 -7.89014
H -2.00942 9.77551 -5.44693
H -1.84300 4.73201 -5.90636
H -1.42996 6.33914 -2.73193
H -2.43534 8.14676 -8.60611

***

[10]
94
Properties=species:S:1:pos:R:3 method="wB97M-V/def2-TZVPD" spin_multiplicity=4 orbital_gap_ev="6.2126 / 6.3320" charge=+1 homo_energy_ev="-8.973 / -9.765"
Co 0.26930 -0.53184 1.82270
C -1.90603 3.88687 -4.79149
S -0.67153 2.64523 -5.21983
C 0.66626 3.16465 -4.12223
C 0.38713 2.98507 -2.63319
C 0.25519 1.51781 -2.27058
N -0.38372 1.25163 -0.95211
P 2.09808 -0.06184 0.48744
C 3.35786 1.22372 0.61359
C 3.86179 1.52117 1.87494
C 4.75038 2.57763 2.03689
C 5.13977 3.32541 0.93777
C 4.65159 3.01954 -0.32928
C 3.76324 1.97198 -0.49200
C 2.38985 -1.03717 -1.00510
C 3.69087 -1.33505 -1.40021
C 3.90668 -2.15799 -2.49608
C 2.83328 -2.69570 -3.18980
C 1.53524 -2.41036 -2.78764
C 1.31107 -1.58498 -1.69739
P -1.85661 -0.89185 1.17920
C -2.09174 -1.53097 -0.49816
C -2.41245 -0.76113 -1.61921
C -2.48372 -1.34169 -2.87582
C -2.23159 -2.69926 -3.03646
C -1.91097 -3.47618 -1.93301
C -1.84533 -2.89561 -0.67544
C -2.88357 0.58724 1.37751
C -4.05148 0.81136 0.64519
C -4.86646 1.89672 0.92601
C -4.54119 2.76853 1.95856
C -3.39918 2.53978 2.71192
C -2.57807 1.46275 2.41777
H -2.60658 3.96555 -5.62040
H -1.42907 4.85854 -4.66462
H -2.46331 3.63858 -3.88929
H 0.89389 4.21032 -4.33661
H 1.53894 2.58217 -4.42692
H -0.52401 3.52659 -2.37102
H 1.19462 3.45583 -2.06215
H 1.23592 1.02964 -2.28184
H -0.36223 1.01100 -3.01572
H 3.56165 0.92840 2.73141
H 5.13990 2.80751 3.01912
H 5.83314 4.14588 1.06164
H 4.96266 3.59985 -1.18687
H 3.37862 1.73635 -1.47738
H 4.53853 -0.91920 -0.86951
H 4.91868 -2.37812 -2.80790
H 3.00761 -3.33396 -4.04493
H 0.68979 -2.82108 -3.32155
H 0.29482 -1.35901 -1.40458
H -2.57653 0.30132 -1.50943
H -2.73072 -0.72861 -3.73234
H -2.29149 -3.14851 -4.01856
H -1.71862 -4.53436 -2.04671
H -1.59774 -3.51297 0.18200
H -4.34096 0.12437 -0.14000
H -5.76739 2.04993 0.34769
H -5.18179 3.61096 2.18218
H -3.13928 3.20515 3.52446
H -1.69424 1.29751 3.03312
C 2.19132 -4.66189 3.66492
N 0.78883 -4.43061 3.35940
C 0.13670 -3.25737 3.42376
Se 0.83767 -1.60329 3.96119
N -1.13281 -3.46998 3.05079
C -1.31768 -4.80165 2.71016
C -2.42108 -5.49806 2.23792
C -2.23534 -6.84655 1.99463
C -0.99980 -7.47341 2.21405
C 0.09790 -6.77332 2.68015
C -0.09139 -5.41885 2.91672
H 2.66098 -3.69874 3.84620
H 2.66182 -5.15270 2.81479
H 2.27694 -5.28837 4.55115
H -1.79167 -2.70701 2.95190
H -3.37287 -5.01581 2.07035
H -3.06535 -7.43399 1.62928
H -0.90374 -8.53083 2.01388
H 1.04919 -7.25629 2.84769
C 0.54198 0.78288 0.19515
C 0.06694 2.03095 0.11286
C -0.11095 3.36779 0.61230
C 0.79693 3.89112 1.53416
C 0.61625 5.17668 2.01487
C -0.46502 5.93227 1.57696
C -1.37041 5.40895 0.66100
C -1.19634 4.12605 0.17460
H 1.63962 3.29413 1.85893
H 1.31912 5.58774 2.72582
H -0.60160 6.93705 1.95381
H -2.21646 5.99792 0.33632
H -1.90838 3.69016 -0.51345

***

[11]
15
Properties=species:S:1:pos:R:3 method="wB97M-V/def2-TZVPD" spin_multiplicity=1 orbital_gap_ev=10.1853 relative_energy_kcal_mol=79.2 homo_energy_ev=-9.446
H 0.35184 -0.52138 1.33752
N 1.09694 0.15868 1.20676
C 1.38664 0.32642 -0.02117
N 0.80889 -0.27544 -1.09752
C 0.79750 -1.45456 -1.51171
H 2.28309 0.90413 -0.27254
H 0.20230 -1.68036 -2.39275
H 1.35647 -2.26845 -1.06735
C -0.63847 2.04344 0.54112
O -1.64980 1.36428 0.40778
H -0.21984 2.62274 -0.30053
H -0.26967 2.33308 1.54259
O -1.50678 -1.38518 0.44889
H -1.74583 -0.40002 0.27511
H -2.25328 -1.76737 0.90379